Entry 1:
One molecule with the formula C20H22N2O9S, computed with wB97M-V/def2-TZVPD.

Summary:
**Energy above the lowest of the compared OMol25 structures with the same formula, charge and spin**: 92.9 kcal/mol
**Highest occupied orbital energy**: -0.2945 Ha
**Charge**: 0
**Electronic energy**: -1960.12283 a.u.
**Orbital gap**: 7.722 eV

```
54
Properties=species:S:1:pos:R:3:mulliken_charge:R:1
C 2.43445 1.61090 -0.84537 -0.854
C 1.19926 2.45361 -0.56168 -0.300
H 0.39264 2.18193 -1.25087 0.217
H 1.42352 3.51852 -0.64987 0.404
O 0.74505 2.28513 0.77960 -0.346
C -0.03127 1.22917 1.02654 0.993
O -0.33981 0.42706 0.15192 -0.414
C -0.48429 1.12496 2.40582 -0.040
C -1.39451 0.14127 2.75847 0.349
N -1.92965 -0.76189 1.88442 0.265
C -2.84606 -1.69818 2.22493 0.654
O -3.25286 -1.84476 3.35636 -0.683
C -3.30359 -2.54664 1.03853 -0.703
H -4.39164 -2.49204 0.95154 0.373
H -3.00554 -3.58960 1.19901 0.338
O -2.73836 -2.05489 -0.16368 -0.269
C -1.74904 -2.75576 -0.73851 0.504
O -1.40152 -3.85241 -0.38547 -0.661
C -1.04979 -1.95206 -1.77452 -0.316
C 0.30051 -2.22985 -1.95558 -0.608
C 1.12693 -1.44586 -2.74863 1.166
C 0.57687 -0.30802 -3.38615 0.285
C -0.77803 -0.04233 -3.21007 -0.647
C -1.58967 -0.84910 -2.43318 0.234
N -2.99849 -0.54418 -2.40880 1.157
O -3.31189 0.62364 -2.36330 -0.662
O -3.77065 -1.47267 -2.48911 -0.611
H -1.19782 0.81825 -3.70788 0.507
O 1.22471 0.58853 -4.16032 -0.470
C 2.51840 0.33633 -4.67204 -0.829
H 3.27210 0.31416 -3.88359 0.250
H 2.55162 -0.60086 -5.23054 0.318
H 2.71891 1.16777 -5.34710 0.304
O 2.45042 -1.70544 -2.91985 -0.438
C 3.00305 -2.86022 -2.32649 -1.029
H 2.95308 -2.81321 -1.23511 0.366
H 4.04580 -2.87164 -2.63965 0.272
H 2.50691 -3.76868 -2.67803 0.387
H 0.69384 -3.07864 -1.41987 0.632
H -1.60526 -0.63241 0.92005 -0.158
S -1.82408 0.17514 4.41379 -0.336
C -0.76061 1.53969 4.67104 0.759
C -0.12550 1.93414 3.53465 -0.507
C 0.83700 3.07327 3.47104 -1.258
H 1.79284 2.73764 3.07448 0.268
H 0.99112 3.49847 4.45802 0.413
H 0.45855 3.84685 2.80590 0.286
C -0.65319 2.12121 6.03939 -1.439
H 0.37126 2.06469 6.40700 0.332
H -1.29512 1.57296 6.72327 0.424
H -0.95919 3.16710 6.04158 0.328
H 2.18788 0.55468 -0.76650 0.089
H 2.78709 1.81907 -1.85107 0.305
H 3.22364 1.84519 -0.13452 0.398
```

Entry 2:
C43H32N5O3RbSSb as an isolated structure, computed with wB97M-V/def2-TZVPD.

Summary:
**Energy above the lowest of the compared OMol25 structures with the same formula, charge and spin**: 16.0 kcal/mol
**Highest occupied orbital energy**: -0.1700 Ha
**Charge**: -1
**Electronic energy**: -2819.97162 a.u.
**Orbital gap**: 6.464 eV

```
86
Properties=species:S:1:pos:R:3:mulliken_charge:R:1
Rb -0.53647 0.99986 0.89867 0.856
O -2.90700 7.32333 5.15537 -0.741
C -1.98732 6.55945 5.50006 0.605
O -1.30537 6.52726 6.53988 -0.737
C -1.64624 5.44945 4.47034 -0.483
C -2.31971 5.35901 3.26318 -0.830
C -1.99180 4.35185 2.36058 1.043
N -1.05405 3.43354 2.61162 0.071
C -0.40766 3.52050 3.77569 0.707
C -0.66448 4.50576 4.72097 -0.926
C 0.62245 2.48170 4.06012 0.214
C 0.75140 1.97386 5.35454 -0.874
C 1.69904 1.00012 5.60586 -0.600
C 2.49574 0.56015 4.55983 -0.402
C 2.29240 1.12116 3.31002 0.183
N 1.38456 2.05463 3.05238 -0.340
C -2.70981 4.25069 1.05597 0.118
C -3.37119 5.35997 0.52227 -0.828
C -4.04637 5.23272 -0.67632 -0.456
C -4.04725 4.00469 -1.31864 -0.747
C -3.35061 2.96431 -0.72635 0.168
N -2.69327 3.07569 0.42305 0.070
H -3.10333 6.08263 3.08909 0.461
H -0.11614 4.57774 5.65080 0.683
H 0.09524 2.32915 6.13632 0.503
H 1.80542 0.58269 6.59899 0.398
H 3.24485 -0.20824 4.69615 0.400
H 2.88270 0.79427 2.46406 0.024
H -3.34269 6.30910 1.03504 0.314
H -4.56068 6.08455 -1.10279 0.419
H -4.56372 3.85113 -2.25612 0.387
H -3.31754 1.98761 -1.19853 0.249
O -0.90979 -1.36640 1.63465 -0.276
C -1.59336 -2.42768 1.56043 0.029
C -1.59266 -3.40662 2.60656 -0.734
C -2.29219 -4.58240 2.52168 -0.277
C -3.05603 -4.89373 1.39180 -1.042
C -3.10753 -3.96593 0.36958 -0.715
C -2.42580 -2.74574 0.42560 0.483
C -2.59350 -1.79781 -0.67453 -0.028
N -1.77848 -0.84061 -1.08292 0.536
C -2.34230 -0.30507 -2.21419 -0.653
C -3.51952 -0.92403 -2.49840 -0.869
N -3.67462 -1.86831 -1.51120 0.034
H -0.99542 -3.17537 3.48084 0.423
H -2.24346 -5.28730 3.34564 0.368
H -3.58983 -5.83126 1.31437 0.377
H -3.67860 -4.21465 -0.52138 0.268
H -1.85425 0.48710 -2.76086 0.513
H -4.24246 -0.78426 -3.28267 0.480
H -4.47302 -2.45670 -1.36256 0.212
S 1.42554 1.55949 -1.95230 -0.676
Sb 1.94945 -0.60070 -2.32019 1.964
C 3.44064 -0.72094 -3.81052 0.066
C 3.95563 0.44279 -4.36249 -0.501
C 4.93637 0.36829 -5.34332 -0.539
C 5.40184 -0.86650 -5.76721 -0.382
C 4.88839 -2.03273 -5.21404 -0.645
C 3.90803 -1.95992 -4.23746 -0.217
C 0.55510 -1.97475 -3.09633 0.209
C 0.35801 -1.98780 -4.47254 -0.700
C -0.56333 -2.85734 -5.03684 -0.667
C -1.28323 -3.72198 -4.22638 -0.694
C -1.08431 -3.71599 -2.85307 -0.583
C -0.16964 -2.84110 -2.28713 -0.229
C 2.78082 -1.50243 -0.60865 0.487
C 3.54395 -0.68443 0.21751 -0.907
C 4.19169 -1.21994 1.32147 -0.409
C 4.04747 -2.56530 1.62607 -0.535
C 3.27733 -3.37987 0.81211 -0.728
C 2.65937 -2.85497 -0.31337 -0.354
H 3.58518 1.40439 -4.02333 0.331
H 5.33549 1.27797 -5.77312 0.389
H 6.16616 -0.92357 -6.53180 0.373
H 5.25146 -2.99725 -5.54516 0.380
H 3.50477 -2.87529 -3.81688 0.354
H 0.91713 -1.31907 -5.11778 0.450
H -0.71820 -2.85373 -6.10809 0.390
H -2.00533 -4.39852 -4.66554 0.417
H -1.65264 -4.37485 -2.20814 0.503
H -0.06962 -2.81316 -1.20905 0.372
H 3.63238 0.37532 -0.00093 0.345
H 4.79791 -0.58026 1.95035 0.489
H 4.53280 -2.97875 2.50092 0.388
H 3.15344 -4.42852 1.04965 0.416
H 2.08162 -3.51211 -0.95091 0.406
```